Model w:
ORCA calculation (wB97M-V/def2-TZVPD) on an isolated molecule of C4H4O3.

Each line ends with the natural charge from an NBO analysis.
Element x y z (Å)
1 C -0.176 -0.295 -1.736  -0.73
2 C -0.612 0.089 -0.351  0.50
3 O -1.759 0.129 0.028  -0.48
4 C 0.474 0.504 0.651  0.39
5 O 1.417 1.194 0.343  -0.46
6 C 0.314 0.014 2.091  0.34
7 O -0.234 -1.028 2.341  -0.45
8 H 0.823 0.080 -1.967  0.24
9 H -0.903 0.064 -2.468  0.25
10 H -0.163 -1.391 -1.783  0.25
11 H 0.818 0.641 2.851  0.14

For the frontier orbital gap, the calculation gives 8.79 eV. For the LUMO energy, the calculation gives -1.01 eV. The SMILES is CC(=O)C(=O)C=O. The spin multiplicity is 1. For the HOMO energy, the calculation gives -9.8 eV.

Model x:
ORCA calculation (wB97M-V/def2-TZVPD) on a 2-piece molecular cluster, C4H4O3 overall.

Each line ends with the natural charge from an NBO analysis.
Element x y z (Å)
1 C 0.694 1.345 0.671  0.36
2 C -0.460 0.582 0.356  -0.58
3 C -1.617 1.235 0.654  0.73
4 C 0.492 -1.246 -0.679  0.18
5 O -2.584 1.826 0.647  -0.44
6 O 0.967 2.026 1.635  -0.57
7 O -0.428 -2.049 -1.197  -0.61
8 H 1.461 1.138 -0.190  0.06
9 H 1.016 -0.558 -1.409  0.21
10 H 1.071 -1.611 0.098  0.18
11 H -0.613 -2.688 -0.585  0.48

For the frontier orbital gap (spin up / spin down), the calculation gives 7.88 / 7.88 eV. For the LUMO energy (spin up / spin down), the calculation gives -0.82 / -0.82 eV. The spin multiplicity is 1. For the HOMO energy (spin up / spin down), the calculation gives -8.7 / -8.7 eV.

Energy above the most stable structure, in eV: model w 0.000; model x 3.415

Model w:
ORCA calculation (wB97M-V/def2-TZVPD) on C4H4O3 as an isolated structure.

Each line ends with the natural charge from an NBO analysis.
Element x y z (Å)
1 C 0.278 -1.513 0.062  -0.15
2 C 0.286 -0.249 -0.640  0.34
3 O 0.772 -1.300 -1.324  -0.42
4 C 0.702 1.113 -0.136  0.56
5 O 1.538 1.927 -0.385  -0.47
6 C -0.733 1.089 0.411  -0.19
7 O -1.039 0.333 -0.781  -0.48
8 H 1.007 -1.814 0.813  0.20
9 H -0.719 -1.961 0.127  0.20
10 H -0.770 0.397 1.267  0.18
11 H -1.323 1.980 0.586  0.22

For the frontier orbital gap, the calculation gives 11.13 eV. For the LUMO energy, the calculation gives 0.77 eV. The spin multiplicity is 1. For the HOMO energy, the calculation gives -10.4 eV.

Model x:
ORCA calculation (wB97M-V/def2-TZVPD) on an isolated molecule of C4H4O3.

Each line ends with the natural charge from an NBO analysis.
Element x y z (Å)
1 C -1.563 0.332 -0.457  -0.73
2 C -0.477 -0.684 -0.262  0.52
3 O -0.411 -1.745 -0.839  -0.49
4 C 0.652 -0.403 0.740  0.40
5 O 0.570 -0.687 1.910  -0.46
6 C 1.928 0.233 0.192  0.35
7 O 1.866 1.089 -0.655  -0.47
8 H -1.864 0.785 0.492  0.24
9 H -2.422 -0.134 -0.943  0.25
10 H -1.179 1.130 -1.104  0.26
11 H 2.875 -0.087 0.663  0.14

For the frontier orbital gap, the calculation gives 9.07 eV. For the LUMO energy, the calculation gives -0.74 eV. The SMILES is CC(=O)C(=O)C=O. The spin multiplicity is 1. For the HOMO energy, the calculation gives -9.8 eV.

Energy above the most stable structure, in eV: model w 2.226; model x 0.000

Model w:
ORCA calculation (wB97M-V/def2-TZVPD) on C4H4O3 as an isolated structure.

Each line ends with the natural charge from an NBO analysis.
Element x y z (Å)
1 O -0.175 1.871 0.582  -0.27
2 C -0.714 1.057 -0.349  -0.02
3 C -0.215 -0.281 -0.095  0.09
4 C -0.456 -1.445 0.741  -0.09
5 O -0.568 -1.486 -0.696  -0.46
6 C 0.964 0.480 -0.551  0.20
7 O 1.400 1.567 0.107  -0.28
8 H -1.363 1.453 -1.122  0.23
9 H 0.388 -1.998 1.151  0.19
10 H -1.400 -1.521 1.277  0.20
11 H 1.666 0.031 -1.255  0.21

For the frontier orbital gap (spin up / spin down), the calculation gives 7.63 / 7.66 eV. For the LUMO energy (spin up / spin down), the calculation gives -1.15 / -1.03 eV. The spin multiplicity is 1. For the HOMO energy (spin up / spin down), the calculation gives -8.8 / -8.7 eV.

Model x:
ORCA calculation (wB97M-V/def2-TZVPD) on an isolated molecule of C4H4O3.

Each line ends with the natural charge from an NBO analysis.
Element x y z (Å)
1 C 0.460 0.813 -1.822  -0.78
2 C 0.298 0.490 -0.380  0.29
3 O -0.705 -0.375 -0.255  -0.49
4 C 0.056 -0.392 2.095  0.76
5 O 0.505 0.293 2.952  -0.50
6 C -0.862 -0.818 1.059  0.24
7 O 0.250 -1.617 1.571  -0.45
8 H 0.546 1.900 -1.920  0.25
9 H -0.299 0.410 -2.502  0.21
10 H 1.450 0.420 -2.093  0.26
11 H -1.847 -1.249 1.215  0.20

For the frontier orbital gap, the calculation gives 9.72 eV. For the LUMO energy, the calculation gives 0.42 eV. The spin multiplicity is 1. For the HOMO energy, the calculation gives -9.3 eV.

Model y:
ORCA calculation (wB97M-V/def2-TZVPD) on a 2-piece molecular cluster, C4H4O3 overall.

Each line ends with the natural charge from an NBO analysis.
Element x y z (Å)
1 O -0.672 -0.565 -2.127  -0.51
2 C 0.178 0.121 -1.605  0.34
3 C 0.099 0.385 -0.188  0.05
4 C -0.278 1.503 0.416  0.27
5 O 0.994 1.609 0.571  -0.43
6 H 1.016 0.607 -2.135  0.15
7 H -1.098 2.186 0.605  0.21
8 C -0.061 -1.462 1.110  0.24
9 O 1.044 -1.919 1.289  -0.54
10 H -0.713 -1.745 0.257  0.13
11 H -0.561 -0.796 1.845  0.10

For the frontier orbital gap (spin up / spin down), the calculation gives 9.03 / 9.03 eV. For the LUMO energy (spin up / spin down), the calculation gives -0.59 / -0.59 eV. The SMILES is O=CC1=CO1.C=O. The spin multiplicity is 1. For the HOMO energy (spin up / spin down), the calculation gives -9.6 / -9.6 eV.

Model z:
ORCA calculation (wB97M-V/def2-TZVPD) on an isolated molecule of C4H4O3.

Each line ends with the natural charge from an NBO analysis.
Element x y z (Å)
1 C -1.642 0.291 -0.489  -0.70
2 C -0.799 -0.792 0.116  0.71
3 O -0.969 -1.971 0.126  -0.55
4 C 0.887 -0.140 0.203  0.29
5 O 0.146 -0.185 1.234  -0.43
6 C 2.310 0.277 0.281  0.31
7 O 2.605 1.451 0.266  -0.49
8 H -2.610 0.295 0.021  0.24
9 H -1.808 0.036 -1.538  0.25
10 H -1.178 1.274 -0.422  0.24
11 H 3.057 -0.535 0.202  0.14

For the frontier orbital gap, the calculation gives 9.06 eV. For the LUMO energy, the calculation gives -0.26 eV. The spin multiplicity is 1. For the HOMO energy, the calculation gives -9.3 eV.

Energy above the most stable structure, in eV: model w 4.092; model x 0.302; model y 1.971; model z 0.000

Model w:
ORCA calculation (wB97M-V/def2-TZVPD) on an isolated molecule of C4H4O3.

Each line ends with the natural charge from an NBO analysis.
Element x y z (Å)
1 C -1.571 0.236 -0.535  -0.72
2 C -0.304 -0.365 -0.060  0.52
3 O 0.216 -1.331 -0.607  -0.52
4 C 0.621 0.005 1.105  0.44
5 O 0.446 0.254 2.267  -0.47
6 C 1.854 -0.008 0.207  0.35
7 O 1.717 0.876 -0.618  -0.52
8 H -2.361 -0.410 -0.149  0.26
9 H -1.583 0.175 -1.626  0.26
10 H -1.741 1.263 -0.211  0.24
11 H 2.705 -0.696 0.227  0.16

For the frontier orbital gap, the calculation gives 9.59 eV. For the LUMO energy, the calculation gives -0.27 eV. The SMILES is CC(=O)C(=O)C=O. The spin multiplicity is 1. For the HOMO energy, the calculation gives -9.9 eV.

Model x:
ORCA calculation (wB97M-V/def2-TZVPD) on an isolated molecule of C4H4O3.

Each line ends with the natural charge from an NBO analysis.
Element x y z (Å)
1 O -1.459 1.620 -0.687  -0.50
2 C -1.440 0.847 0.230  0.43
3 C -0.064 0.352 0.749  -0.05
4 C 0.830 0.342 -0.459  -0.32
5 C 1.131 -0.968 -0.647  0.11
6 O 0.620 -1.866 0.289  -0.21
7 O -0.251 -1.036 1.043  -0.26
8 H -2.287 0.142 0.543  0.13
9 H 0.236 0.913 1.573  0.19
10 H 0.963 1.109 -1.116  0.24
11 H 1.722 -1.455 -1.519  0.23

For the frontier orbital gap, the calculation gives 9.80 eV. For the LUMO energy, the calculation gives 0.81 eV. The SMILES is O=C[C@@H]1C=COO1. The spin multiplicity is 1. For the HOMO energy, the calculation gives -9.0 eV.

Model y:
ORCA calculation (wB97M-V/def2-TZVPD) on C4H4O3 as an isolated structure.

Each line ends with the natural charge from an NBO analysis.
Element x y z (Å)
1 O 0.221 1.449 -0.998  -0.60
2 C 0.756 0.477 -0.283  0.39
3 O 1.969 -0.163 -0.519  -0.47
4 C 1.675 0.273 0.826  -0.15
5 C -0.492 -0.216 -0.406  0.52
6 C -1.895 -0.382 -0.226  -0.13
7 O -0.966 -1.298 -0.948  -0.37
8 H 2.244 1.111 1.208  0.20
9 H 1.482 -0.561 1.505  0.18
10 H -2.553 0.121 -0.924  0.22
11 H -2.310 -0.744 0.712  0.21

For the frontier orbital gap, the calculation gives 9.77 eV. For the LUMO energy, the calculation gives 0.39 eV. The spin multiplicity is 1. For the HOMO energy, the calculation gives -9.4 eV.

Energy above the most stable structure, in eV: model w 0.000; model x 2.640; model y 3.242

Model w:
ORCA calculation (wB97M-V/def2-TZVPD) on an isolated molecule of C4H4O3.

Each line ends with the natural charge from an NBO analysis.
Element x y z (Å)
1 O -2.016 0.778 0.633  -0.51
2 C -0.938 1.046 0.149  0.42
3 C 0.014 -0.042 -0.240  -0.07
4 C 1.363 0.292 -0.778  0.42
5 O 1.806 1.416 -0.777  -0.50
6 C -0.309 -1.167 0.671  -0.08
7 O -0.528 -1.268 -0.713  -0.44
8 H -0.563 2.073 0.122  0.16
9 H 1.905 -0.568 -1.221  0.13
10 H 0.560 -1.732 1.036  0.20
11 H -1.295 -0.828 1.119  0.26

For the frontier orbital gap, the calculation gives 10.35 eV. For the LUMO energy, the calculation gives 0.22 eV. The SMILES is O=CC1(C=O)CO1. The spin multiplicity is 1. For the HOMO energy, the calculation gives -10.1 eV.

Model x:
ORCA calculation (wB97M-V/def2-TZVPD) on an isolated molecule of C4H4O3.

Each line ends with the natural charge from an NBO analysis.
Element x y z (Å)
1 O -0.715 1.242 -1.382  -0.56
2 C -0.898 0.942 -0.203  0.42
3 C 0.162 0.040 0.196  0.06
4 C 1.111 0.353 -0.900  0.42
5 O 1.807 1.185 -0.345  -0.52
6 C -0.085 -1.089 1.051  -0.09
7 O -1.142 -0.956 0.137  -0.48
8 H -1.718 1.296 0.410  0.18
9 H 1.270 -0.102 -1.891  0.18
10 H 0.509 -1.973 0.823  0.21
11 H -0.299 -0.938 2.102  0.20

For the frontier orbital gap, the calculation gives 11.13 eV. For the LUMO energy, the calculation gives 0.74 eV. The SMILES is O=CC1(C=O)CO1. The spin multiplicity is 1. For the HOMO energy, the calculation gives -10.4 eV.

Model y:
ORCA calculation (wB97M-V/def2-TZVPD) on an isolated molecule of C4H4O3.

Each line ends with the natural charge from an NBO analysis.
Element x y z (Å)
1 O -0.669 -2.163 -0.125  -0.49
2 C -0.108 -1.265 -0.694  0.44
3 C 0.155 0.073 -0.035  0.00
4 C -0.725 1.128 -0.771  0.40
5 O -1.562 0.654 -1.501  -0.49
6 C 0.612 0.137 1.370  -0.08
7 O 1.528 0.215 0.292  -0.45
8 H 0.303 -1.376 -1.713  0.13
9 H -0.710 2.231 -0.714  0.15
10 H 0.444 1.096 1.855  0.19
11 H 0.731 -0.731 2.034  0.21

For the frontier orbital gap, the calculation gives 10.19 eV. For the LUMO energy, the calculation gives 0.24 eV. The SMILES is O=CC1(C=O)CO1. The spin multiplicity is 1. For the HOMO energy, the calculation gives -10.0 eV.

Energy above the most stable structure, in eV: model w 0.170; model x 2.049; model y 0.000

Model w:
ORCA calculation (wB97M-V/def2-TZVPD) on an isolated molecule of C4H4O3.

Each line ends with the natural charge from an NBO analysis.
Element x y z (Å)
1 C 0.717 0.888 1.567  -0.39
2 C 0.496 0.154 0.514  -0.19
3 C 0.473 -0.246 -0.748  0.54
4 O 1.504 -0.757 -1.458  -0.65
5 O -0.686 -0.265 -1.453  -0.49
6 C -1.820 -0.520 -0.679  0.64
7 O -2.819 -0.898 -1.198  -0.51
8 H 0.971 1.939 1.506  0.20
9 H 0.651 0.481 2.568  0.20
10 H 2.336 -0.593 -0.997  0.50
11 H -1.821 -0.184 0.375  0.15

For the frontier orbital gap, the calculation gives 9.60 eV. For the LUMO energy, the calculation gives 0.53 eV. The SMILES is C=C=C(O)OC=O. The spin multiplicity is 1. For the HOMO energy, the calculation gives -9.1 eV.

Model x:
ORCA calculation (wB97M-V/def2-TZVPD) on an isolated molecule of C4H4O3.

Each line ends with the natural charge from an NBO analysis.
Element x y z (Å)
1 C 1.453 -0.166 1.130  -0.73
2 C 0.370 0.831 0.804  0.43
3 O 0.151 1.855 1.420  -0.52
4 C -0.375 0.605 -0.451  0.24
5 O -1.376 -0.221 -0.329  -0.48
6 C -1.691 -0.435 -1.725  0.64
7 O -1.467 -1.474 -2.238  -0.48
8 H 1.000 -1.097 1.488  0.24
9 H 2.098 0.252 1.904  0.25
10 H 2.047 -0.412 0.242  0.24
11 H -2.092 0.485 -2.158  0.16

For the frontier orbital gap, the calculation gives 9.26 eV. For the LUMO energy, the calculation gives -0.15 eV. The spin multiplicity is 1. For the HOMO energy, the calculation gives -9.4 eV.

Energy above the most stable structure, in eV: model w 0.000; model x 0.835